(1)
C5H15CrIN2O2 as an isolated structure at a distorted geometry. Source: OMol25; level of theory: the ωB97M-V functional and the def2-TZVPD basis.

Spin multiplicity: 5
Total energy in eV: -49019.9141
<S²>: 6.044
LUMO level (alpha / beta) in eV: -0.117 / -1.798
Max |F| in hartree/bohr: 0.063

```
26
Properties=species:S:1:pos:R:3:forces:R:3
C 1.021 -1.608 -1.768 0.440 -0.976 -1.008
C 0.383 1.266 -2.907 0.355 -0.770 -0.471
H 1.934 -1.341 -1.247 -0.040 -0.386 0.138
H 1.104 -1.420 -2.839 -0.152 -0.965 0.088
H 0.332 -2.365 -1.356 0.803 0.077 -0.507
H 1.179 1.854 -2.495 0.145 0.949 -0.529
H 0.781 0.481 -3.556 -0.310 0.514 -0.710
H -0.634 1.644 -3.067 1.042 0.387 -0.878
Cr -0.023 0.078 -1.422 -0.278 1.152 3.028
C -0.438 1.998 -0.717 -0.629 1.486 0.176
H 0.478 2.587 -0.742 0.061 -0.058 -0.045
H -0.820 2.032 0.302 0.061 -0.203 0.207
H -1.173 2.472 -1.356 -0.123 0.195 -0.027
I -2.015 -0.865 -2.464 -2.296 -0.936 -1.642
C 0.812 -0.911 3.684 0.267 -0.066 0.126
O 1.390 -0.676 2.378 -0.624 -0.154 0.372
C 0.532 -0.483 1.389 0.462 0.962 -0.439
O 0.933 -0.089 0.295 1.294 -0.490 2.074
N -0.789 -0.688 1.621 -0.391 0.367 -0.538
N -1.551 -0.216 0.490 -1.331 -0.705 1.982
H 0.321 0.000 4.065 0.200 -0.262 -0.192
H 1.666 -1.147 4.309 -0.085 0.012 0.103
H 0.110 -1.759 3.690 0.326 0.235 -0.134
H -1.160 -0.516 2.549 0.097 -0.206 -0.304
H -2.280 -0.907 0.321 0.285 -0.298 -0.295
H -2.093 0.579 0.845 0.421 0.139 -0.574
```
Forces are in eV/Å.

---

(2)
A 2-piece molecular cluster, C5H15N2 overall. Source: OMol25; level of theory: the ωB97M-V functional and the def2-TZVPD basis.

Spin multiplicity: 2
Total energy in eV: -8404.8780
<S²>: 0.751
LUMO level (alpha / beta) in eV: 0.985 / 0.638
Max |F| in hartree/bohr: 0.009

```
22
Properties=species:S:1:pos:R:3:forces:R:3
C -1.488 -0.817 -1.538 -0.214 0.019 0.126
C -1.570 0.638 -1.205 -0.189 -0.016 -0.162
C -0.609 1.519 -1.469 0.057 0.148 0.147
N -0.688 2.889 -1.213 0.016 -0.017 0.041
H -0.519 -1.065 -1.964 0.099 -0.079 -0.051
H -1.637 -1.412 -0.631 0.062 -0.132 -0.030
H -2.261 -1.138 -2.240 0.016 0.079 -0.033
H -2.462 1.004 -0.700 -0.022 -0.120 -0.056
H 0.318 1.186 -1.921 0.054 0.085 -0.147
H 0.145 3.270 -0.782 0.024 0.002 -0.095
H -1.494 3.124 -0.650 0.032 0.060 -0.018
C 1.724 -1.934 0.973 -0.185 0.146 0.378
C 1.559 -0.560 1.603 -0.307 -0.191 -0.134
N 0.192 0.009 1.373 0.244 0.115 -0.164
H 2.673 -2.358 1.307 0.076 0.015 -0.206
H 0.934 -2.598 1.331 0.052 -0.018 -0.119
H 1.681 -1.887 -0.114 0.076 -0.075 0.001
H 1.700 -0.585 2.683 0.000 -0.033 0.019
H 2.235 0.177 1.180 0.194 -0.035 0.079
H 0.078 0.315 0.387 -0.122 0.010 0.283
H 0.080 0.874 2.000 -0.176 0.042 -0.084
H -0.592 -0.651 1.590 0.211 -0.006 0.226
```
Forces are in eV/Å.